The following is a DFT calculation (ωB97M-V with the def2-TZVPD basis set) of a molecular structure, C17H18BBeN7O3S at a distorted geometry.

Structure (XYZ):
```
48
Properties=species:S:1:pos:R:3:lowdin_charge:R:1
C -0.66 0.09 2.57 -0.03
N -0.59 0.99 1.57 0.03
N -1.31 2.10 1.93 0.03
C -1.85 1.91 3.15 0.01
C -1.47 0.63 3.58 0.02
B -1.42 3.20 0.82 -0.41
N 0.02 3.50 0.34 0.02
N 0.84 2.44 -0.07 0.04
C 2.00 3.00 -0.49 -0.05
C 1.92 4.38 -0.37 0.01
C 0.68 4.66 0.18 -0.01
Be 0.16 0.87 0.03 0.09
N -2.04 2.38 -0.36 0.08
N -1.37 1.24 -0.78 0.11
C -2.14 0.63 -1.70 0.00
C -3.29 1.42 -1.89 0.11
C -3.19 2.50 -1.02 0.06
H -1.85 -0.33 -2.09 0.12
H -3.81 3.37 -0.82 0.16
H -4.08 1.22 -2.58 0.14
H -2.01 4.18 1.17 0.13
H 0.21 5.58 0.48 0.15
H -2.41 2.69 3.65 0.15
H 2.68 5.09 -0.66 0.12
H -1.71 0.12 4.49 0.12
H 2.81 2.39 -0.85 0.10
H -0.14 -0.85 2.50 0.13
H 1.80 0.38 -3.10 0.06
C 2.22 0.27 -2.10 0.00
H 3.14 0.86 -1.99 0.04
H 1.48 0.63 -1.36 -0.03
H 2.46 -0.78 -1.89 0.03
O -2.00 -3.87 -1.75 -0.22
S -1.48 -3.49 -0.46 0.71
O -2.20 -3.87 0.73 -0.22
N -1.00 -1.87 -0.45 0.10
C 0.27 -1.72 -0.14 -0.37
O 0.80 -0.58 0.17 -0.02
C 1.05 -2.97 -0.14 -0.08
C 2.43 -3.17 -0.01 0.06
C 2.89 -4.49 0.07 0.03
C 2.00 -5.57 0.00 0.05
C 0.62 -5.36 -0.18 0.03
C 0.20 -4.04 -0.27 -0.17
H 3.11 -2.32 0.00 0.14
H 3.96 -4.70 0.20 0.14
H 2.36 -6.59 0.10 0.14
H -0.11 -6.17 -0.24 0.15
```

Computed properties:
**Orbital gap (spin up / spin down)**: 4.268 / 4.452 eV
**LUMO level (spin up / spin down)**: -10.8 / -10.9 eV
**HOMO (spin up / spin down)**: -15.11 / -15.35 eV
**Total charge**: +2
**Calculated total energy**: -46392.156 eV
**Largest force on an atom**: 2.7 eV/A
**2S+1**: 1